{
  "formula": "C2H5N3O2S",
  "method": "wB97M-V/def2-TZVPD",
  "elements": ["C", "C", "N", "N", "N", "O", "O", "S", "H", "H", "H", "H", "H"],
  "positions_angstrom": [[-1.45257, -0.50597, -0.43687], [-0.29876, 0.54492, 1.23543], [-1.12723, -0.39717, 0.70449], [1.11141, 0.42062, 0.89894], [-1.99948, -0.59763, -1.50224], [0.78865, 1.55828, -1.36986], [3.07484, 0.88332, -0.74999], [1.87883, 1.48107, -0.20815], [-0.64059, 1.53520, 0.76539], [-0.38034, 0.41201, 2.33441], [1.67485, -0.47608, 1.00935], [0.83833, 0.89450, -2.12916], [-1.71697, -0.96835, -2.40967]],
  "forces_ev_per_a": [[-0.7, -0.4, -1.6], [1.5, 2.6, 1.1], [-0.9, -2.6, 0.2], [2.4, -1.4, -0.9], [-0.4, 0.0, -1.5], [-0.9, -0.8, -2.1], [0.2, -1.1, 0.2], [-0.6, 1.2, 1.2], [0.7, -0.7, 1.6], [0.0, 1.0, -0.6], [-1.5, 1.4, -0.1], [0.2, 0.8, 1.5], [0.0, 0.1, 0.9]],
  "e_above_lowest_kj_mol": 244.4
}

=====

{
  "formula": "C2H5N3O4S",
  "method": "wB97M-V/def2-TZVPD",
  "elements": ["C", "C", "N", "N", "N", "O", "O", "O", "O", "S", "H", "H", "H", "H", "H"],
  "positions_angstrom": [[-1.32574, 1.10641, -1.83114], [0.27736, -0.26189, -1.44414], [-0.40010, 1.75864, -1.20422], [0.61312, 0.90753, -0.96836], [-0.93496, -0.18441, -2.03112], [1.14660, 0.76051, 1.60314], [1.66547, -1.62468, 1.77253], [-0.06574, -0.63638, 3.16392], [-0.44354, -0.89430, 0.77984], [0.59430, -0.68782, 1.73024], [1.05660, 1.02711, 0.64670], [-2.25641, 1.51569, -2.16369], [0.89788, -1.13163, -1.42167], [-1.46246, -0.93729, -2.44063], [0.63762, -0.71748, 3.80860]],
  "forces_ev_per_a": [[-0.1, 0.0, -0.1], [0.3, 0.3, -0.8], [-0.8, 0.9, -0.1], [0.7, -0.5, -0.1], [0.2, -0.1, 0.1], [-0.1, -0.3, 0.7], [0.3, 0.0, 0.1], [-0.4, 0.2, -0.5], [-0.7, -0.2, 0.8], [0.2, -0.2, 0.1], [0.1, 0.1, -0.7], [-0.2, 0.0, -0.1], [0.0, -0.3, 0.1], [0.1, 0.1, 0.0], [0.4, -0.1, 0.5]],
  "e_above_lowest_kj_mol": 0.0,
  "smiles": "O=S(=O)(O)O.c1nnc[nH]1"
}

=====

{
  "formula": "C2H5N3OS",
  "method": "wB97M-V/def2-TZVPD",
  "elements": ["C", "C", "H", "H", "H", "H", "H", "N", "N", "N", "O", "S"],
  "positions_angstrom": [[-0.27430, -0.44501, 0.72275], [0.73739, -0.34490, -2.47594], [-0.36034, 2.72459, 0.96847], [-0.34195, 0.27597, 2.64581], [0.00119, -1.88438, 1.88352], [0.88128, -1.03692, -3.27805], [1.18938, 0.65129, -2.44009], [-0.34151, 0.56408, 1.67826], [0.04638, -1.62730, 0.95175], [0.03736, -0.84527, -1.54042], [-0.22700, 0.08077, -0.52437], [-1.34788, 1.88709, 1.40830]],
  "forces_ev_per_a": [[1.6, -0.1, 0.2], [-0.4, 0.1, 1.3], [-0.6, -0.2, 0.2], [0.1, -0.3, -0.2], [-0.1, -0.5, 2.2], [0.3, -0.1, -0.5], [-0.2, -0.2, -0.1], [-0.7, 0.2, -0.1], [-0.2, -0.7, -2.2], [-0.1, -0.2, -0.3], [0.1, 0.9, -0.2], [0.3, 1.1, -0.3]],
  "e_above_lowest_kj_mol": 360.8,
  "smiles": "[H]/N=C(\\NS)ON=C"
}

=====

{
  "formula": "C2H5N3OS",
  "method": "wB97M-V/def2-TZVPD",
  "elements": ["C", "C", "H", "H", "H", "H", "H", "N", "N", "N", "O", "S"],
  "positions_angstrom": [[-0.02848, -1.03534, 0.32482], [-1.05800, -0.61480, -0.68675], [2.06762, -1.76182, 1.40768], [1.65178, -0.41270, 2.13990], [1.40926, 0.33749, -0.30819], [-1.70240, -1.44745, -0.99514], [-1.08275, 2.62696, -1.60891], [2.16242, -0.75669, 1.32976], [1.24407, -0.47372, 0.24227], [-1.38748, 0.54060, -1.12636], [-0.31316, -1.87999, 1.14098], [-0.46577, 1.90168, -0.66945]],
  "forces_ev_per_a": [[1.4, 0.8, -0.4], [-0.8, 0.3, -0.4], [0.3, -0.3, 0.2], [0.3, 0.0, 0.3], [0.3, 0.4, -0.3], [0.2, 0.2, 0.1], [0.2, 0.3, 0.2], [-1.2, 0.5, -1.1], [-1.0, -1.2, 1.1], [0.7, -1.0, 0.4], [-0.1, -0.2, 0.2], [-0.4, 0.1, -0.3]],
  "e_above_lowest_kj_mol": 241.3,
  "smiles": "NNC(=O)/C=N\\S"
}

=====

Kohn-Sham gap: 0.3727; 0.3937; 0.3711; 0.3614 (Eh)
Max |F|: 3.193; 1.191; 2.285; 1.942 (eV/Å)
E_HOMO: -9.64; -10.11; -9.42; -9.62 (eV)